{"formula": "C5H8Br2", "method": "ωB97M-V/def2-TZVPD", "orbital_gap_ev": [7.840, 8.010], "relative_energy_ev": 3.143, "e_lumo_ev": [0.48, 0.54], "species": ["C", "C", "C", "C", "C", "Br", "Br", "H", "H", "H", "H", "H", "H", "H", "H"], "positions_angstrom": [[-1.15, -0.69, -0.27], [-0.14, -0.32, -1.28], [-0.92, 0.55, 0.72], [1.37, -0.80, -1.13], [0.16, 0.75, 1.69], [-0.58, 0.81, -2.66], [-1.80, 2.10, 0.16], [-2.23, -0.55, -0.57], [-1.02, -1.67, 0.22], [1.62, -1.04, -0.04], [2.14, 0.03, -1.44], [1.40, -1.79, -1.67], [0.96, 1.49, 1.59], [0.58, -0.13, 2.12], [-0.40, 1.26, 2.57]]}